Entry 1:
71
Properties=species:S:1:pos:R:3 method="wB97M-V/def2-TZVPD" e_above_lowest_kcal_mol=1.20 homo_lumo_gap_ev="6.40 / 6.40" energy_ha=-3203.37101 total_charge=+3
V 1.122 0.954 -1.132
C -1.880 -0.694 -5.287
Si -1.309 -2.376 -4.724
C -0.518 -3.347 -6.092
C -2.629 -3.312 -3.809
C 0.102 -2.132 -3.398
C 0.869 -3.244 -3.008
C 1.899 -3.172 -2.069
C 2.182 -1.963 -1.479
N 1.477 -0.872 -1.841
C 0.492 -0.974 -2.764
S -0.121 0.697 -2.959
H -2.596 -0.853 -6.100
H -1.084 -0.076 -5.708
H -2.418 -0.128 -4.524
H -1.257 -3.506 -6.881
H -0.181 -4.337 -5.780
H 0.326 -2.821 -6.541
H -3.458 -3.533 -4.486
H -3.041 -2.740 -2.975
H -2.273 -4.269 -3.423
H 0.664 -4.207 -3.463
H 2.476 -4.048 -1.808
H 2.968 -1.830 -0.747
O 0.193 1.347 0.263
P 0.023 1.008 1.892
N 1.408 0.196 2.127
C 2.625 0.517 1.393
C 3.715 -0.318 2.076
C 2.943 -1.478 2.705
C 1.661 -0.817 3.191
N -1.245 0.069 2.096
C -2.427 0.374 2.975
C -3.419 -0.722 2.602
C -2.532 -1.902 2.216
C -1.417 -1.241 1.413
N -0.047 2.436 2.596
C -0.938 3.568 2.201
C -0.607 4.637 3.238
C -0.296 3.827 4.493
C 0.536 2.664 3.967
H 2.858 1.582 1.377
H 2.533 0.162 0.321
H 4.181 0.298 2.846
H 4.500 -0.626 1.388
H 3.490 -1.959 3.512
H 2.707 -2.242 1.961
H 1.809 -0.320 4.152
H 0.818 -1.500 3.272
H -2.809 1.372 2.780
H -2.120 0.304 4.018
H -4.025 -0.405 1.752
H -4.093 -0.946 3.426
H -3.052 -2.663 1.639
H -2.117 -2.378 3.106
H -1.722 -1.069 0.376
H -0.483 -1.807 1.422
H -1.985 3.269 2.261
H -0.717 3.875 1.180
H -1.431 5.334 3.371
H 0.270 5.206 2.925
H -1.215 3.454 4.949
H 0.245 4.394 5.247
H 0.448 1.769 4.582
H 1.588 2.930 3.863
C 1.158 3.743 -2.966
C 1.520 2.584 -2.151
O 2.525 2.186 -1.598
H 2.047 4.326 -3.205
H 0.442 4.338 -2.387
H 0.642 3.407 -3.867

---

Entry 2:
93
Properties=species:S:1:pos:R:3 method="wB97M-V/def2-TZVPD" homo_lumo_gap_ev=8.12 energy_ha=-20561.74938 total_charge=-1
As -14.120 2.050 -8.574
F -13.508 0.783 -7.513
F -13.128 1.436 -9.913
F -14.938 3.247 -9.688
F -15.213 2.628 -7.208
F -12.959 3.315 -8.102
F -15.467 0.913 -8.940
C -21.325 3.472 -5.639
C -20.199 2.472 -5.502
O -20.421 1.557 -4.759
N -19.066 2.638 -6.159
C -17.861 1.918 -6.027
H -21.099 4.152 -6.460
H -21.447 3.937 -4.661
H -22.294 3.083 -5.951
H -18.934 3.481 -6.698
H -17.741 1.378 -6.967
H -17.893 1.161 -5.244
H -17.091 2.655 -5.797
C -16.614 6.020 -7.974
C -17.827 5.112 -8.216
O -18.870 5.284 -7.563
N -17.669 4.140 -9.124
C -18.658 3.238 -9.768
H -15.869 5.612 -7.290
H -16.902 6.999 -7.591
H -16.014 6.232 -8.858
H -16.751 4.010 -9.526
H -19.597 3.264 -9.216
H -18.343 2.204 -9.909
H -18.807 3.540 -10.805
C -11.118 -0.678 -5.286
C -10.193 0.465 -5.854
O -8.955 0.487 -5.587
N -10.754 1.402 -6.655
C -10.029 2.351 -7.469
H -12.172 -0.520 -5.513
H -10.946 -0.727 -4.211
H -10.731 -1.608 -5.702
H -11.735 1.289 -6.870
H -10.100 3.366 -7.077
H -10.463 2.244 -8.463
H -8.998 2.003 -7.542
C -11.054 -4.733 -11.622
C -11.743 -3.324 -11.641
O -12.207 -2.893 -12.674
N -11.811 -2.729 -10.447
C -12.517 -1.475 -10.196
H -11.748 -5.347 -12.197
H -11.011 -5.179 -10.629
H -10.050 -4.744 -12.046
H -11.607 -3.186 -9.570
H -12.342 -1.223 -9.150
H -13.595 -1.462 -10.357
H -12.109 -0.656 -10.787
C -15.778 -1.547 -12.935
C -15.752 -0.331 -11.956
O -14.608 0.527 -12.092
C -14.542 1.462 -13.105
O -15.418 1.739 -13.955
C -13.180 2.200 -13.093
F -12.693 2.349 -14.361
F -13.333 3.454 -12.690
F -12.215 1.651 -12.366
H -16.566 -2.210 -12.579
H -14.814 -2.024 -13.107
H -16.208 -1.164 -13.861
H -15.896 -0.644 -10.922
H -16.550 0.365 -12.216
C -16.440 -2.622 -6.883
C -14.926 -2.233 -6.799
O -14.263 -2.768 -5.684
C -14.577 -2.276 -4.415
O -15.667 -1.683 -4.121
C -13.527 -2.778 -3.347
F -14.046 -3.754 -2.619
F -12.342 -3.198 -3.813
F -13.200 -1.721 -2.552
H -16.684 -3.671 -6.713
H -16.735 -2.362 -7.899
H -17.162 -2.073 -6.278
H -14.846 -1.147 -6.746
H -14.365 -2.615 -7.652
C -13.461 3.735 -4.765
Br -14.508 2.176 -4.311
Br -11.651 3.636 -3.969
Br -14.532 5.376 -4.221
H -13.433 3.722 -5.854
C -15.566 6.017 -12.092
Br -14.284 7.103 -13.173
Br -16.476 4.520 -12.978
Br -16.989 7.215 -11.297
H -15.099 5.495 -11.256

---

Entry 3:
86
Properties=species:S:1:pos:R:3 method="wB97M-V/def2-TZVPD" smiles="CC(=O)N(C)c1cc2c(c(Cl)c1CCCN)C(=O)C=C(CB(O)O)C2=O.NC(N)=O.NC(N)=O.NC(N)=O.NC(N)=O.NC(N)=O" homo_lumo_gap_ev=7.81 energy_ha=-2757.16534 total_charge=0
C 0.320 -3.606 2.316
C 0.237 -3.749 0.817
O 0.002 -4.829 0.317
N 0.506 -2.619 0.046
C 0.443 -2.840 -1.403
C -0.186 -1.422 0.409
C -1.486 -1.493 0.873
C -2.182 -0.334 1.167
C -1.577 0.909 0.991
C -0.269 0.962 0.513
Cl 0.421 2.522 0.174
C 0.472 -0.186 0.225
C 1.883 -0.192 -0.307
C 2.923 0.699 0.395
C 2.841 0.711 1.921
N 2.674 -0.602 2.548
C -2.409 2.103 1.328
O -1.956 3.141 1.759
C -3.868 1.934 1.141
C -4.464 0.744 1.265
C -5.932 0.525 1.087
B -6.414 0.907 -0.384
O -7.668 1.444 -0.604
O -5.590 0.660 -1.450
C -3.593 -0.415 1.625
O -4.022 -1.366 2.237
H 0.342 -2.570 2.643
H -0.576 -4.074 2.720
H 1.203 -4.132 2.669
H 0.882 -1.987 -1.915
H 1.037 -3.705 -1.666
H -0.582 -2.981 -1.755
H -1.992 -2.443 0.986
H 2.247 -1.214 -0.243
H 1.839 0.032 -1.376
H 3.909 0.341 0.087
H 2.855 1.714 0.008
H 3.778 1.137 2.290
H 2.055 1.392 2.245
H 3.053 -1.328 1.956
H 1.700 -0.798 2.725
H -4.438 2.830 0.922
H -6.199 -0.516 1.269
H -6.479 1.161 1.785
H -7.839 2.220 -0.063
H -5.546 1.385 -2.078
N 2.411 2.131 -4.192
C 1.430 1.195 -4.142
N 0.294 1.513 -4.831
O 1.535 0.150 -3.509
H 2.310 2.999 -4.697
H 3.253 1.942 -3.682
H -0.458 0.850 -4.811
H 0.185 2.373 -5.335
N 1.362 5.975 -2.512
C 2.088 5.740 -3.639
N 3.236 6.465 -3.771
O 1.733 4.924 -4.479
H 1.630 6.635 -1.807
H 0.518 5.446 -2.390
H 3.786 6.312 -4.595
H 3.546 7.136 -3.095
N 3.830 -3.073 -4.520
C 3.768 -3.817 -3.375
N 4.373 -5.044 -3.426
O 3.203 -3.406 -2.378
H 4.283 -3.380 -5.359
H 3.385 -2.173 -4.499
H 4.336 -5.607 -2.598
H 4.839 -5.398 -4.239
N -0.965 5.824 2.443
C -0.379 6.731 3.274
N 0.564 6.214 4.125
O -0.666 7.917 3.269
H -0.755 4.842 2.434
H -1.665 6.167 1.815
H 1.013 6.852 4.753
H 0.812 5.244 4.149
N -0.945 -7.315 3.103
C -1.005 -7.294 4.468
N -2.170 -7.773 5.010
O -0.092 -6.879 5.158
H -1.687 -7.645 2.517
H -0.109 -6.962 2.675
H -2.245 -7.768 6.009
H -2.936 -8.116 4.463

---

Entry 4:
69
Properties=species:S:1:pos:R:3 method="wB97M-V/def2-TZVPD" spin_multiplicity=3 homo_lumo_gap_ev="1.52 / 3.30" energy_ha=-1905.96179 total_charge=-2
W 1.817 -0.460 0.800
Cl 0.071 -0.001 -0.735
C 2.615 -4.137 0.229
C 1.760 -2.145 -0.158
N 1.504 -3.470 -0.192
H 4.732 -3.453 0.445
N 3.178 -2.027 -0.004
H 2.570 -5.184 0.488
C 0.148 -4.047 -0.297
C 0.168 -5.519 -0.704
C -0.526 -3.889 1.056
H 0.597 -6.166 0.070
H -0.874 -5.851 -0.842
H 0.685 -5.688 -1.658
H -1.597 -3.729 -1.502
H -0.098 -3.145 -2.260
H -0.513 -2.834 1.373
C -0.633 -3.240 -1.312
H -0.017 -4.497 1.813
H -1.572 -4.212 0.988
H -0.835 -2.231 -0.938
C 3.677 -3.282 0.294
C 3.964 -0.291 1.600
H 4.615 -1.003 2.113
H 4.464 0.691 1.610
C 3.899 -0.740 0.138
H 3.952 1.168 -0.683
C 5.344 -0.818 -0.330
H 5.413 -1.124 -1.368
H 2.988 -0.190 2.207
H 2.261 0.860 -0.354
H 5.952 -1.453 0.306
H 5.761 0.185 -0.260
C 3.246 0.327 -0.707
H 3.139 0.030 -1.742
C -3.819 3.442 -0.675
N -3.424 2.276 -0.017
H -2.583 5.270 -1.026
N -1.764 3.647 0.121
H -4.750 3.474 -1.211
C -3.998 0.936 -0.119
C -5.452 0.908 0.311
C -3.855 0.416 -1.546
H -6.092 1.497 -0.356
H -5.785 -0.141 0.268
H -5.566 1.251 1.345
H -3.570 -0.971 0.773
H -3.129 0.414 1.811
H -2.793 0.330 -1.809
C -3.155 0.047 0.783
H -4.359 1.061 -2.277
H -4.299 -0.588 -1.583
H -2.134 -0.006 0.389
C -2.770 4.309 -0.588
C 0.270 3.745 -1.226
H -0.165 4.426 -1.969
H 1.349 3.937 -1.159
C -0.333 3.954 0.161
H 1.390 3.113 1.134
C -0.061 5.373 0.629
H -0.473 5.547 1.628
H 0.124 2.706 -1.547
H 0.137 1.933 0.714
H -0.449 6.120 -0.072
H 1.031 5.500 0.692
C 0.304 2.944 1.103
H -0.131 2.981 2.104
C -2.227 2.471 0.538
I 0.677 -0.761 3.193